DFT (ωB97M-V/def2-TZVPD) results for C96H190F18HgN13O22S6 as an isolated structure in a non-equilibrium geometry.

Geometry as XYZ:
```
346
C96H190F18HgN13O22S6 | the OMol25 dataset | ωB97M-V/def2-TZVPD
Hg 1.997 -0.548 3.565
C -3.678 -3.729 3.955
F -2.650 -4.652 3.710
F -3.407 -2.612 3.304
F -4.901 -4.199 3.710
S -3.602 -3.247 5.784
O -2.774 -4.124 6.568
O -3.332 -1.822 5.834
N -5.303 -3.232 6.373
S -5.344 -4.468 7.344
O -4.718 -5.680 6.885
O -5.268 -4.087 8.755
C -7.230 -4.829 6.975
F -7.343 -5.002 5.622
F -7.810 -5.871 7.594
F -7.919 -3.673 7.274
C 4.733 1.418 6.526
F 5.336 0.572 5.713
F 4.604 0.916 7.760
F 5.599 2.449 6.557
S 3.036 2.056 5.797
O 2.592 3.105 6.682
O 3.322 2.551 4.431
N 2.110 0.541 5.568
S 1.151 0.708 6.780
O 1.816 0.674 8.088
O 0.098 1.635 6.448
C 0.291 -1.100 6.741
F -0.727 -1.124 7.595
F -0.014 -1.567 5.535
F 1.199 -1.889 7.149
C 2.931 0.007 -0.723
F 2.001 -0.821 -0.962
F 4.187 -0.532 -0.762
F 2.908 0.964 -1.624
S 2.629 0.859 1.022
O 3.657 0.413 1.916
O 2.650 2.309 0.754
N 1.178 0.186 1.630
S 0.046 1.084 0.848
O -0.528 2.104 1.714
O 0.402 1.427 -0.565
C -1.382 -0.272 0.783
F -2.405 0.258 0.230
F -0.930 -1.352 0.024
F -1.644 -0.616 2.042
C 9.637 -2.999 -4.415
C 8.252 -2.597 -3.795
C 8.626 -2.190 -2.359
C 7.738 -1.213 -1.649
C 7.693 0.068 -2.475
C 7.106 -0.173 -3.899
N 7.800 -1.347 -4.524
O 7.520 -1.480 -5.850
C 5.594 -0.442 -3.856
C 7.221 1.073 -4.899
C 7.153 -3.694 -3.961
H 10.183 -2.095 -4.686
H 9.395 -3.284 -5.438
H 10.254 -3.740 -3.906
H 8.364 -3.043 -1.734
H 9.698 -2.000 -2.306
H 8.223 -1.020 -0.692
H 6.777 -1.585 -1.293
H 8.646 0.585 -2.582
H 7.183 0.892 -1.975
H 5.038 -0.725 -4.750
H 5.439 -1.307 -3.211
H 4.981 0.386 -3.500
H 8.289 1.199 -5.073
H 6.829 1.018 -5.915
H 6.770 1.894 -4.342
H 6.650 -3.580 -4.921
H 6.425 -3.523 -3.168
H 7.577 -4.699 -3.959
H 8.402 -1.583 -6.213
C -9.887 -2.591 -3.082
C -8.827 -3.564 -3.596
C -7.654 -2.851 -4.281
C -6.557 -2.354 -3.362
C -6.104 -3.531 -2.586
C -7.245 -4.201 -1.752
N -8.383 -4.597 -2.660
O -9.311 -5.493 -2.142
C -6.512 -5.487 -1.178
C -7.690 -3.307 -0.562
C -9.579 -4.277 -4.726
H -9.416 -1.869 -2.415
H -10.622 -3.084 -2.446
H -10.398 -2.162 -3.944
H -7.186 -3.547 -4.977
H -7.989 -1.926 -4.750
H -7.084 -1.635 -2.735
H -5.765 -1.991 -4.017
H -5.273 -3.168 -1.981
H -5.622 -4.248 -3.250
H -5.659 -5.194 -0.566
H -7.226 -6.122 -0.653
H -5.921 -5.926 -1.982
H -6.910 -3.470 0.182
H -7.659 -2.227 -0.708
H -8.607 -3.796 -0.235
H -8.951 -5.125 -4.999
H -9.593 -3.595 -5.576
H -10.572 -4.669 -4.507
H -9.120 -6.265 -2.680
C -3.633 2.396 3.303
C -3.472 1.937 4.742
C -2.833 3.037 5.582
C -3.735 4.270 5.942
C -5.029 3.747 6.559
C -5.743 2.656 5.796
N -4.823 1.557 5.355
O -5.388 0.582 4.668
C -6.544 1.951 6.882
C -6.529 3.304 4.662
C -2.457 0.746 4.651
H -4.115 1.701 2.615
H -2.727 2.688 2.772
H -4.219 3.314 3.279
H -2.390 2.797 6.549
H -1.931 3.356 5.061
H -4.094 4.896 5.125
H -3.313 4.906 6.721
H -5.641 4.590 6.880
H -4.658 3.404 7.525
H -7.411 2.560 7.140
H -7.193 1.188 6.452
H -5.873 1.652 7.687
H -6.049 4.066 4.048
H -6.984 2.547 4.023
H -7.365 3.874 5.069
H -2.018 0.378 5.579
H -1.598 1.024 4.040
H -2.981 -0.057 4.134
H -5.779 1.052 3.927
C -2.641 -5.798 0.527
C -2.361 -7.314 0.553
C -1.178 -7.485 -0.406
C -0.554 -8.887 -0.538
C -0.098 -9.293 0.860
C -1.168 -9.262 2.018
N -1.932 -7.953 1.838
O -2.830 -7.628 2.871
C -2.083 -10.567 1.951
C -0.518 -9.301 3.425
C -3.564 -8.008 -0.118
H -1.666 -5.371 0.762
H -3.290 -5.401 1.307
H -2.861 -5.466 -0.488
H -1.576 -7.293 -1.402
H -0.382 -6.779 -0.171
H 0.166 -8.886 -1.357
H -1.257 -9.530 -1.068
H 0.852 -8.787 1.028
H 0.261 -10.322 0.825
H -1.604 -11.492 2.272
H -3.021 -10.227 2.390
H -2.406 -10.737 0.924
H 0.264 -10.057 3.503
H 0.044 -8.368 3.461
H -1.263 -9.280 4.220
H -4.424 -8.073 0.549
H -3.255 -9.031 -0.329
H -3.888 -7.467 -1.008
H -2.426 -7.150 3.599
C 5.650 3.553 0.873
C 7.100 4.243 1.088
C 7.065 5.107 2.436
C 7.017 4.243 3.746
C 8.290 3.326 3.741
C 8.320 2.461 2.414
N 8.159 3.244 1.194
O 8.280 2.510 -0.042
C 9.792 1.900 2.412
C 7.284 1.265 2.622
C 7.366 5.238 -0.147
H 4.848 4.208 0.532
H 5.328 3.101 1.811
H 5.897 2.741 0.188
H 7.894 5.814 2.410
H 6.125 5.653 2.521
H 6.072 3.704 3.686
H 6.985 4.793 4.686
H 8.183 2.705 4.631
H 9.158 3.984 3.737
H 10.021 1.357 3.330
H 9.759 1.317 1.492
H 10.526 2.702 2.344
H 6.688 0.811 1.830
H 7.808 0.438 3.101
H 6.670 1.422 3.509
H 6.494 5.781 -0.510
H 7.494 4.634 -1.045
H 8.204 5.884 0.114
H 9.216 2.696 -0.146
C -2.505 -3.626 -3.263
C -1.169 -2.955 -3.759
C -0.042 -3.430 -2.764
C 1.392 -3.118 -3.112
C 1.741 -3.654 -4.520
C 0.731 -3.244 -5.579
N -0.706 -3.368 -5.067
O -1.707 -3.463 -6.000
C 1.087 -1.829 -6.027
C 1.006 -4.043 -6.866
C -1.227 -1.413 -3.743
H -3.360 -3.446 -3.915
H -2.826 -3.227 -2.301
H -2.511 -4.708 -3.136
H -0.173 -2.796 -1.887
H -0.230 -4.436 -2.389
H 2.045 -3.604 -2.387
H 1.626 -2.054 -3.074
H 1.884 -4.734 -4.478
H 2.720 -3.242 -4.765
H 0.372 -1.378 -6.715
H 1.031 -1.022 -5.297
H 2.036 -1.724 -6.554
H 2.062 -4.164 -7.111
H 0.590 -5.051 -6.871
H 0.496 -3.545 -7.690
H -0.473 -0.990 -3.078
H -2.081 -1.080 -3.152
H -1.381 -0.820 -4.645
H -1.910 -4.391 -6.135
C 0.063 3.755 -4.969
C 0.232 3.621 -6.526
C -0.664 4.586 -7.419
C -0.192 6.011 -7.462
C 1.279 6.042 -7.892
C 2.231 5.084 -7.102
N 1.567 3.725 -6.969
O 2.403 2.807 -6.367
C 3.583 5.026 -7.993
C 2.549 5.798 -5.737
C -0.324 2.333 -6.913
H -0.990 3.604 -4.730
H 0.548 2.909 -4.481
H 0.329 4.639 -4.390
H -0.578 4.329 -8.475
H -1.709 4.377 -7.192
H -0.621 6.680 -8.207
H -0.428 6.410 -6.476
H 1.652 7.065 -7.854
H 1.355 5.813 -8.955
H 4.384 4.510 -7.464
H 3.982 5.912 -8.488
H 3.330 4.333 -8.796
H 1.675 6.184 -5.211
H 3.334 6.528 -5.935
H 2.946 5.122 -4.980
H -1.408 2.227 -6.951
H 0.030 2.032 -7.899
H -0.007 1.481 -6.311
H 2.212 2.944 -5.437
C -5.245 4.943 -0.620
C -4.785 3.722 -1.291
C -5.684 2.568 -0.807
C -5.720 1.339 -1.894
C -6.094 1.882 -3.203
C -5.195 3.037 -3.865
N -4.991 4.029 -2.757
O -4.268 5.139 -3.235
C -3.705 2.705 -4.404
C -6.077 3.692 -5.040
C -3.293 3.429 -1.014
H -4.888 5.872 -1.065
H -5.019 4.932 0.446
H -6.305 5.112 -0.429
H -5.259 2.006 0.025
H -6.680 2.875 -0.489
H -6.434 0.575 -1.585
H -4.728 0.887 -1.891
H -7.117 2.251 -3.270
H -5.975 1.065 -3.915
H -3.203 3.630 -4.691
H -3.211 1.970 -3.768
H -3.840 2.066 -5.276
H -5.721 4.600 -5.525
H -6.410 2.961 -5.777
H -7.103 3.836 -4.700
H -3.080 3.245 0.039
H -2.651 4.198 -1.442
H -3.052 2.475 -1.482
H -4.906 5.773 -3.572
C 1.108 -3.070 1.351
C 2.457 -3.672 1.868
C 3.427 -3.553 0.752
C 4.945 -3.700 0.927
C 5.424 -2.853 2.043
C 4.435 -2.922 3.278
N 2.986 -2.790 2.944
O 2.218 -2.873 4.055
C 4.981 -4.167 4.056
C 4.960 -1.730 4.065
C 2.178 -5.157 2.251
H 0.477 -2.868 2.217
H 0.490 -3.796 0.822
H 1.195 -2.065 0.938
H 3.104 -4.289 0.016
H 3.322 -2.595 0.242
H 5.530 -3.310 0.094
H 5.270 -4.713 1.162
H 5.656 -1.799 1.892
H 6.412 -3.177 2.369
H 5.978 -4.009 4.466
H 4.447 -4.470 4.957
H 5.063 -5.116 3.525
H 6.037 -1.713 4.232
H 4.645 -0.804 3.583
H 4.526 -1.745 5.065
H 3.164 -5.570 2.462
H 1.556 -5.602 1.474
H 1.695 -5.238 3.225
H 2.398 -3.701 4.506
C -0.273 6.089 1.541
C -0.882 6.803 2.739
C -0.183 6.195 4.051
C 1.198 6.769 4.251
C 1.163 8.250 4.357
C 0.518 9.002 3.122
N -0.781 8.339 2.770
O -1.429 8.983 1.665
C 0.145 10.390 3.665
C 1.542 9.310 2.003
C -2.335 6.403 2.791
H -0.451 5.017 1.461
H 0.812 6.177 1.500
H -0.633 6.521 0.607
H -0.792 6.406 4.930
H 0.062 5.137 3.967
H 1.989 6.290 3.675
H 1.453 6.358 5.228
H 2.178 8.649 4.367
H 0.551 8.507 5.221
H 1.083 10.846 3.983
H -0.355 11.042 2.948
H -0.439 10.417 4.585
H 1.903 8.434 1.466
H 1.161 9.858 1.141
H 2.416 9.811 2.420
H -2.842 6.686 3.713
H -2.452 5.321 2.728
H -2.944 6.708 1.941
H -2.324 8.751 1.922
```

The total energy is -10478.06308 Ha. Its HOMO-LUMO gap is 0.1893 Ha. The value obtained for the LUMO energy is -0.8 eV. The charge is -1.